The following is a quantum chemistry calculation of a molecular structure, C2H6O2Sm in a non-equilibrium geometry, from the OMol25 dataset.

XYZ file:
```
11
Properties=species:S:1:pos:R:3:lowdin_spin:R:1
O -1.6016 1.1846 -2.7302 -0.025
O -0.7114 -0.9046 -0.2878 -0.021
H -0.6025 1.0570 -2.8873 0.000
Sm -2.5735 0.2273 -1.0107 6.045
C 0.5210 -0.8752 0.3490 -0.001
C 0.7121 0.2639 1.3390 0.001
H 1.2788 -0.7720 -0.4544 0.000
H 0.6649 -1.8364 0.8805 0.000
H 1.0726 1.1680 0.8250 0.000
H -0.2252 0.4806 1.8755 0.001
H 1.4647 0.0068 2.1015 0.000
```

## Properties
Orbital gap (alpha / beta) ... 5.87 / 7.28 eV
Lowest unoccupied orbital energy (alpha / beta) ... -0.836 / -0.942 eV
Relative energy (zero: lowest compared OMol25 entry of this formula, charge and spin) ... 0.0000 eV
2S+1 ... 7
M ... 212.4 g mol⁻¹
Highest occupied orbital energy (alpha / beta) ... -6.71 / -8.22 eV

=====

The following is a quantum chemistry calculation of a molecular structure, C32H40AsMoNOPS, from the OMol25 dataset.

XYZ file:
```
78
Properties=species:S:1:pos:R:3:lowdin_spin:R:1
Mo -0.2664 0.7711 -0.0591 1.644
C 2.7389 2.0622 0.5288 0.004
C 1.8233 2.2956 -0.6479 0.003
C 1.2894 3.5760 -0.8886 0.023
C 0.5725 3.8588 -2.0363 0.030
C 0.3625 2.8711 -2.9987 0.009
C 0.8976 1.6096 -2.8091 0.024
C 1.6341 1.3166 -1.6459 -0.007
H 2.2067 1.9935 1.4849 0.002
H 3.4291 2.9014 0.6241 0.001
H 3.3272 1.1560 0.3996 0.000
H 1.5037 4.3735 -0.1889 0.000
H 0.2158 4.8661 -2.2078 0.001
H -0.1631 3.1063 -3.9144 0.000
H 0.8091 0.8595 -3.5843 0.001
H 2.2018 0.3920 -1.6042 0.002
S -1.5788 -0.6516 1.2117 0.186
C -0.6879 -1.7578 2.2694 0.023
C -1.3291 -2.2928 3.3812 0.016
C -0.6275 -3.1721 4.1957 -0.003
C 0.6856 -3.5196 3.9046 0.017
C 1.3192 -2.9994 2.7823 0.000
C 0.6228 -2.1145 1.9697 0.013
As 1.2191 -1.4073 0.3115 -0.027
C 0.4662 -2.5315 -1.0523 -0.004
C 0.1149 -2.0030 -2.2915 -0.001
C -0.4284 -2.8291 -3.2671 0.000
C -0.6180 -4.1783 -3.0004 -0.001
C -0.2728 -4.7021 -1.7620 0.000
C 0.2662 -3.8823 -0.7807 -0.002
C 3.1210 -1.4988 0.2252 -0.008
C 3.7381 -1.8973 -0.9580 -0.004
C 5.1233 -1.9719 -1.0070 0.000
C 5.8782 -1.6572 0.1129 -0.004
C 5.2585 -1.2635 1.2950 0.000
C 3.8773 -1.1784 1.3548 -0.003
H -2.3522 -2.0275 3.6130 0.001
H -1.1126 -3.5878 5.0683 0.000
H 1.2167 -4.2063 4.5493 0.001
H 2.3346 -3.2917 2.5447 0.000
H 0.2818 -0.9594 -2.5268 0.000
H -0.6871 -2.4256 -4.2373 0.000
H -1.0282 -4.8269 -3.7624 0.000
H -0.4175 -5.7550 -1.5618 0.000
H 0.5276 -4.3041 0.1825 0.000
H 3.1564 -2.1791 -1.8290 0.000
H 5.6124 -2.2892 -1.9175 0.000
H 6.9566 -1.7278 0.0716 0.000
H 5.8516 -1.0294 2.1681 0.000
H 3.4001 -0.8743 2.2809 0.000
C -3.5526 -0.9246 -1.8205 0.002
N -3.9212 0.4954 -1.7875 0.021
C -5.2995 0.8155 -2.2204 0.002
C -3.1125 1.4460 -1.4287 0.006
C -3.5057 2.8856 -1.5126 0.000
O -1.8937 1.1966 -1.0574 0.039
H -4.1333 -1.4555 -1.0680 0.001
H -2.4914 -1.0476 -1.6338 0.000
H -3.7997 -1.3061 -2.8092 0.001
H -5.7506 -0.0982 -2.5918 0.000
H -5.2810 1.5557 -3.0171 0.001
H -5.8773 1.1805 -1.3727 0.001
H -3.6018 3.1779 -2.5609 0.000
H -2.7396 3.4988 -1.0474 0.000
H -4.4713 3.0655 -1.0401 0.000
C -2.6076 2.4346 2.1257 0.003
P -0.8244 2.2114 1.9127 -0.010
C -0.1665 1.5060 3.4408 0.004
C -0.2033 3.9120 1.9012 -0.007
H -2.7605 2.9854 3.0566 -0.001
H -3.1360 1.4865 2.1786 0.003
H -3.0012 3.0440 1.3122 0.000
H -0.3813 2.1967 4.2590 0.000
H 0.9151 1.3812 3.3752 0.000
H -0.6238 0.5425 3.6534 0.001
H -0.6266 4.4254 2.7675 -0.002
H -0.5059 4.4412 1.0003 0.000
H 0.8828 3.9307 1.9942 0.000
```

## Properties
Orbital gap (alpha / beta) ... 5.79 / 6.50 eV
Net charge ... +3
Lowest unoccupied orbital energy (alpha / beta) ... -10.638 / -10.166 eV
2S+1 ... 3
M ... 688.6 g mol⁻¹
Highest occupied orbital energy (alpha / beta) ... -16.43 / -16.67 eV

=====

The following is a quantum chemistry calculation of a molecular structure, C32H33N6O2SSeTi in a non-equilibrium geometry, from the OMol25 dataset.

XYZ file:
```
76
Properties=species:S:1:pos:R:3:lowdin_spin:R:1
Ti -1.2490 -0.4578 -0.3297 0.694
C 3.3231 1.8702 2.0848 0.000
C 4.1817 0.6510 2.2855 0.000
C 5.1973 0.6648 3.2393 0.000
C 6.0523 -0.4106 3.4152 0.000
C 5.9054 -1.5429 2.6276 0.000
C 4.8885 -1.5931 1.6909 0.000
C 4.0277 -0.5119 1.5190 0.000
N 3.0279 -0.6118 0.5176 0.004
C 1.6774 -0.4627 0.7067 0.008
N 1.2889 -0.4872 1.9938 0.002
C -0.0025 -0.3888 2.5771 0.005
C -1.1563 -0.3130 1.7934 0.000
C -2.3533 -0.2586 2.5267 0.003
C -2.3998 -0.2462 3.9129 0.000
C -1.2192 -0.3133 4.6374 0.005
C -0.0019 -0.3952 3.9819 0.000
C 1.2756 -0.5171 4.7769 0.000
N 0.8654 -0.3100 -0.3058 0.002
C 1.4685 -0.3863 -1.6103 0.000
C 1.4894 -1.6217 -2.2559 0.000
C 1.9524 -1.7358 -3.5556 0.001
C 2.4166 -0.6075 -4.2176 0.000
C 2.4381 0.6105 -3.5567 0.000
C 1.9829 0.7442 -2.2468 0.000
C 2.1062 2.0700 -1.5479 0.000
H 3.8831 2.7673 2.3461 0.000
H 2.4248 1.8448 2.7055 0.000
H 2.9935 1.9594 1.0503 0.000
H 5.3318 1.5583 3.8375 0.000
H 6.8384 -0.3592 4.1568 0.000
H 6.5693 -2.3881 2.7502 0.000
H 4.7403 -2.4769 1.0827 0.000
H 3.3132 -0.8669 -0.4150 0.000
H 2.0380 -0.6699 2.6413 0.000
H -3.2950 -0.2531 1.9893 0.000
H -3.3528 -0.2064 4.4277 0.000
H -1.2426 -0.3144 5.7210 0.000
H 1.0589 -0.4643 5.8423 0.000
H 1.9900 0.2799 4.5492 0.000
H 1.7724 -1.4750 4.5922 0.000
H 1.1029 -2.4883 -1.7356 0.000
H 1.9303 -2.6981 -4.0495 0.000
H 2.7605 -0.6749 -5.2417 0.000
H 2.8280 1.4887 -4.0592 0.000
H 1.8828 2.8900 -2.2301 0.000
H 3.1291 2.2106 -1.1872 0.000
H 1.4357 2.1430 -0.6964 0.000
C -1.7361 -0.2467 -4.4916 0.014
C -2.1783 -0.2292 -3.0624 0.111
O -1.2628 -0.1211 -2.1839 0.009
C -3.5570 -0.3225 -2.6920 0.012
C -4.5799 -0.3111 -3.6672 0.025
C -5.9059 -0.3239 -3.3206 -0.003
C -6.2739 -0.3653 -1.9663 0.031
C -5.3073 -0.4003 -0.9883 -0.008
C -3.9453 -0.3889 -1.3257 0.031
O -3.0460 -0.4024 -0.3654 -0.015
H -0.6485 -0.2232 -4.5168 0.000
H -2.1246 0.6092 -5.0488 0.006
H -2.0807 -1.1601 -4.9796 0.004
H -4.3044 -0.2897 -4.7133 0.002
H -6.6668 -0.3150 -4.0892 -0.001
H -7.3204 -0.3828 -1.6905 0.002
H -5.5672 -0.4708 0.0610 -0.001
N -3.4187 2.3806 1.2869 0.001
C -2.8892 2.5099 0.0663 0.002
N -3.7284 2.7565 -0.9517 0.000
S -1.2216 2.3856 -0.1862 0.001
H -4.4126 2.2799 1.4145 0.000
H -2.8133 2.0192 2.0088 0.000
H -4.7148 2.5628 -0.8729 0.000
H -3.3318 2.7336 -1.8760 0.000
Se -1.7673 -4.0047 -2.8046 0.020
C -1.4035 -3.0779 -1.3670 0.023
N -1.1096 -2.4470 -0.4150 0.007
```

## Properties
Orbital gap (alpha / beta) ... 5.93 / 7.32 eV
Lowest unoccupied orbital energy (alpha / beta) ... -0.210 / -0.314 eV
Relative energy (zero: lowest compared OMol25 entry of this formula, charge and spin) ... 1.1138 eV
2S+1 ... 2
M ... 692.6 g mol⁻¹
Highest occupied orbital energy (alpha / beta) ... -6.14 / -7.64 eV

=====

The following is a quantum chemistry calculation of a molecular structure, C22H21Cl36FN2O5S3 in a non-equilibrium geometry, from the OMol25 dataset.

XYZ file:
```
90
Properties=species:S:1:pos:R:3:lowdin_charge:R:1
C -2.5986 1.7806 0.0803 -0.090
C -1.7867 1.6578 1.4563 -0.268
N -1.9453 0.3033 2.1301 -0.209
C -3.3452 0.1058 2.6094 -0.284
C -3.6009 -1.2449 3.4297 -0.099
C -0.9825 0.3946 3.2781 -0.945
S -1.4196 1.0176 4.7933 0.633
S 0.7820 -0.1267 3.1064 0.746
C 0.9274 -1.8518 2.4400 -0.457
C -0.2593 -2.2907 1.4457 -0.208
C -0.0236 -3.8776 1.1463 -0.085
C -1.1113 -4.4805 0.1472 -0.287
C -0.9393 -6.0414 -0.2189 -0.232
C 0.5783 -6.5426 -0.2987 -0.040
F -1.6177 -6.8315 0.7866 -0.040
O -2.5053 -4.4405 0.6225 -0.173
S -3.6049 -3.9239 -0.5623 0.813
O -4.0760 -2.5689 -0.0789 -0.280
O -4.6962 -4.8749 -0.9516 -0.256
O -2.5746 -3.9186 -1.8931 -0.216
C -1.2498 -3.7314 -1.2920 -0.259
O -0.2720 -4.1356 -2.3135 -0.049
C 0.3326 -2.9635 -2.8637 -0.405
N 0.7837 -1.8714 -3.1037 0.157
H -2.1735 2.6971 -0.4837 0.087
H -2.5123 0.8482 -0.5693 0.079
H -3.6994 2.0280 0.3325 0.081
H -0.6685 1.7739 1.2023 0.123
H -2.0213 2.4882 2.2197 -0.001
H -3.7483 1.0383 3.1686 0.090
H -4.0020 0.0349 1.6581 0.122
H -4.7464 -1.4109 3.4397 0.092
H -3.1535 -2.1848 2.9664 0.064
H -3.3164 -1.0967 4.5383 0.056
H 1.1175 -2.6386 3.2669 0.099
H 1.8939 -1.8685 1.8006 0.095
H -1.2487 -2.2333 2.0066 0.088
H -0.2944 -1.6842 0.4781 0.119
H -0.1665 -4.4236 2.1558 0.152
H 1.0416 -4.0797 0.7826 0.131
H -1.4277 -6.2693 -1.2289 0.165
H 1.2091 -5.7862 -0.8954 0.089
H 0.6775 -7.5574 -0.8115 0.094
H 0.9653 -6.6812 0.7748 0.100
H -1.1661 -2.5864 -1.2822 0.162
C -2.8935 -2.6570 -5.3642 -1.940
Cl -2.9746 -4.1819 -6.2720 0.499
Cl -4.3623 -2.4723 -4.3811 0.557
Cl -1.4636 -2.6758 -4.3008 0.697
Cl -2.7661 -1.2974 -6.4998 0.540
C 3.5520 3.4140 3.9313 -1.988
Cl 5.0531 3.2913 2.9883 0.505
Cl 2.6297 4.8388 3.4013 0.479
Cl 2.5713 1.9534 3.6797 0.472
Cl 3.9482 3.5736 5.6562 0.528
C 0.3455 -4.9705 -8.7586 -2.005
Cl -0.1108 -4.3698 -7.1502 0.480
Cl 2.0992 -4.7912 -8.9842 0.482
Cl -0.0968 -6.6858 -8.8968 0.521
Cl -0.5109 -4.0358 -10.0036 0.522
C 5.9222 -6.5410 -8.1958 -2.022
Cl 5.4645 -5.9387 -6.5882 0.513
Cl 7.6753 -6.3606 -8.4192 0.518
Cl 5.4806 -8.2561 -8.3337 0.517
Cl 5.0671 -5.6076 -9.4425 0.484
C -2.5979 5.2864 4.7524 -1.991
Cl -2.2110 4.1933 6.0958 0.486
Cl -1.3572 6.5538 4.6414 0.520
Cl -2.6371 4.3594 3.2367 0.566
Cl -4.1855 6.0335 5.0328 0.520
C 4.4544 6.5350 0.0682 -2.002
Cl 5.7385 6.6281 1.2929 0.515
Cl 3.1147 7.6044 0.5339 0.487
Cl 5.1000 7.0443 -1.5068 0.500
Cl 3.8654 4.8630 -0.0478 0.504
C -6.0207 2.4016 6.7010 -2.014
Cl -5.6849 3.5396 8.0238 0.513
Cl -4.4897 1.8774 5.9686 0.471
Cl -6.8870 0.9882 7.3408 0.518
Cl -7.0216 3.2027 5.4705 0.512
C 2.4740 9.7440 3.8196 -2.011
Cl 1.7526 9.9932 5.4243 0.519
Cl 4.0936 10.4728 3.7783 0.523
Cl 2.6003 8.0035 3.4897 0.435
Cl 1.4493 10.5073 2.5844 0.516
C 7.2930 6.7975 -4.8362 -2.034
Cl 8.1508 6.5356 -6.3699 0.515
Cl 5.5510 6.9562 -5.1521 0.504
Cl 7.5772 5.4156 -3.7556 0.505
Cl 7.8929 8.2830 -4.0680 0.510
```

## Properties
Orbital gap ... 7.98 eV
Lowest unoccupied orbital energy ... -0.814 eV
M ... 1784.9 g mol⁻¹
Highest occupied orbital energy ... -8.80 eV

=====

- Which of these has the lowest M?
  C2H6O2Sm